Below is 9 unconnected molecules or ions with the total composition C44H112F6N8O14P at a distorted geometry, with properties calculated with the ωB97M-V functional and the def2-TZVPD basis.

As for the HOMO-LUMO gap: 0.304 hartree. For the max |F|, the calculation gives 2.8 eV Å⁻¹. The HOMO energy comes out at -6.00 eV. The value obtained for the total energy is -113618.853 eV. As for the charge: -1. For the energy relative to the best compared isomer or geometry (same formula, charge and spin), the calculation gives 0.0 kcal/mol.

Geometry (Å):
1 P 0.13716 -1.31660 -0.06775
2 F 0.66408 -0.71300 -1.47659
3 F 1.73065 -1.31042 0.40241
4 F -0.04290 0.20955 0.50304
5 F -0.19195 -1.94145 1.36784
6 F -1.42900 -1.39328 -0.47933
7 F 0.46062 -2.80597 -0.60776
8 C -1.94288 2.02547 2.25586
9 O -1.94952 3.41615 2.35071
10 C -0.90766 3.95647 3.11057
11 C -1.24966 5.41928 3.44330
12 N -1.92650 6.17013 2.38933
13 C -0.93956 6.73067 1.44909
14 C -1.36349 7.97446 0.67799
15 O -2.33314 7.64895 -0.29815
16 C -2.90187 8.85107 -0.86289
17 H -2.33677 1.64836 1.30434
18 H -2.56895 1.55624 3.02267
19 H -0.97667 1.50655 2.20495
20 H 0.11722 3.90057 2.72859
21 H -0.89460 3.41461 4.06620
22 H -0.38343 5.99288 3.81133
23 H -1.85411 5.48863 4.35340
24 H -2.32811 7.04725 2.70868
25 H -0.48446 5.97922 0.79550
26 H -0.04808 7.01336 2.03958
27 H -0.49243 8.52395 0.30685
28 H -1.80492 8.64047 1.43806
29 H -3.93709 8.57905 -1.06695
30 H -2.34564 9.14762 -1.74719
31 H -2.99193 9.59834 -0.07270
32 C 10.73338 0.11725 -0.63351
33 O 9.75810 1.00542 -0.11702
34 C 9.23644 0.56762 1.15852
35 C 8.06675 1.52774 1.40285
36 N 6.97738 1.23509 0.52714
37 C 5.91789 2.23385 0.66732
38 C 4.64297 1.98855 -0.17168
39 O 3.48951 2.33739 0.54081
40 C 2.34557 2.22303 -0.27916
41 H 10.78745 0.34171 -1.70435
42 H 10.30142 -0.88863 -0.66536
43 H 11.71668 0.24052 -0.17887
44 H 10.04469 0.74538 1.86759
45 H 8.75986 -0.41424 1.12580
46 H 8.45700 2.55723 1.36044
47 H 7.80413 1.44573 2.46550
48 H 7.28174 1.09355 -0.42562
49 H 6.26839 3.26412 0.53545
50 H 5.57489 2.19700 1.70466
51 H 4.65636 0.92091 -0.42631
52 H 4.69532 2.51728 -1.13024
53 H 1.42672 2.30128 0.28992
54 H 2.40218 1.28268 -0.84168
55 H 2.35827 2.93242 -1.12079
56 C 6.06210 -3.43950 2.90964
57 O 5.19376 -2.43969 3.39186
58 C 5.24424 -1.32383 2.52678
59 C 4.68811 -0.08045 3.23883
60 N 3.26115 -0.20449 3.51515
61 C 2.81756 1.07988 4.10900
62 C 1.33809 1.30398 4.29880
63 O 0.82162 0.17570 4.96871
64 C -0.45198 0.41967 5.53456
65 H 6.04823 -4.30939 3.56445
66 H 7.09143 -3.05481 2.91983
67 H 5.84412 -3.73822 1.87955
68 H 4.85504 -1.45665 1.51473
69 H 6.30535 -1.06232 2.37882
70 H 4.85005 0.76996 2.55635
71 H 5.30202 0.09863 4.12476
72 H 2.89271 -0.11894 2.56660
73 H 3.21425 1.81821 3.39698
74 H 3.27263 1.19318 5.09875
75 H 0.91364 1.45405 3.29321
76 H 1.13849 2.23414 4.84498
77 H -0.39884 1.33036 6.14602
78 H -0.76421 -0.43958 6.12010
79 H -1.17923 0.62462 4.73906
80 C -1.41512 -6.17627 -0.93296
81 O -2.65722 -5.57377 -0.64807
82 C -2.48725 -4.65201 0.42779
83 C -3.84601 -4.09534 0.83435
84 N -4.64080 -4.95605 1.75709
85 C -4.99163 -6.24022 1.10960
86 C -6.47352 -6.53162 1.29075
87 O -7.18894 -5.51422 0.57005
88 C -8.41122 -5.86922 0.02561
89 H -0.65923 -5.51485 -1.37170
90 H -1.60511 -6.89911 -1.73139
91 H -0.94368 -6.68387 -0.08698
92 H -1.86733 -3.79646 0.14389
93 H -1.90550 -5.06426 1.26080
94 H -4.44226 -3.85788 -0.05089
95 H -3.60015 -3.21088 1.42741
96 H -5.49888 -4.41306 1.80049
97 H -4.36245 -6.99132 1.58926
98 H -4.84499 -6.27208 0.03030
99 H -6.99713 -6.59733 2.25035
100 H -6.66901 -7.51124 0.83348
101 H -8.70562 -5.09070 -0.68828
102 H -9.17169 -5.82813 0.82036
103 H -8.51727 -6.77246 -0.58754
104 C 2.11678 0.58058 9.20217
105 O 2.31488 -0.61978 8.50582
106 C 1.16902 -1.44837 8.35299
107 C 1.54104 -2.57258 7.39430
108 N 1.30238 -2.46607 5.93146
109 C 0.35346 -3.53883 5.56660
110 C 0.24025 -3.50988 4.03699
111 O 1.46228 -3.75146 3.40106
112 C 1.39680 -4.46575 2.18725
113 H 1.86915 0.50263 10.26632
114 H 1.37011 1.22841 8.72883
115 H 3.05683 1.13004 9.12933
116 H 0.27139 -0.96847 7.95201
117 H 0.96147 -1.89348 9.33113
118 H 1.20223 -3.48686 7.89571
119 H 2.62611 -2.67139 7.53366
120 H 0.76876 -1.59866 5.80505
121 H -0.63599 -3.34322 5.99973
122 H 0.78020 -4.50773 5.82511
123 H -0.34759 -2.65215 3.69468
124 H -0.42757 -4.34772 3.76927
125 H 2.33109 -5.02165 2.09194
126 H 1.42330 -3.72039 1.38703
127 H 0.52910 -5.12111 2.06644
128 C 0.04586 -0.78510 -4.55976
129 O -0.62214 0.02903 -5.53537
130 C 0.16347 0.37784 -6.66735
131 C -0.11876 -0.67426 -7.76995
132 N 1.06720 -1.01862 -8.55555
133 C 1.65597 0.01889 -9.42351
134 C 2.91026 -0.50113 -10.15422
135 O 2.71034 -0.66807 -11.52688
136 C 1.97535 -1.78956 -11.95627
137 H 0.62960 -1.57717 -5.03698
138 H -0.70100 -1.18247 -3.88097
139 H 0.70782 -0.07333 -4.06314
140 H 1.21341 0.47963 -6.38173
141 H -0.23432 1.32605 -7.03697
142 H -0.97243 -0.38054 -8.37520
143 H -0.26501 -1.59241 -7.19904
144 H 1.72261 -1.52791 -7.98408
145 H 1.79192 0.85888 -8.73355
146 H 0.92672 0.24689 -10.20394
147 H 3.15271 -1.47053 -9.70667
148 H 3.64815 0.27930 -9.97504
149 H 2.24000 -2.68951 -11.39261
150 H 2.33115 -2.04691 -12.95673
151 H 0.90337 -1.60549 -12.01123
152 C -3.97803 5.39774 -2.62652
153 C -3.74610 4.29141 -1.55439
154 C -3.25872 2.97550 -2.15911
155 O -1.86426 2.89979 -2.18608
156 C -1.37324 1.56832 -2.37593
157 N -2.82193 4.77978 -0.51353
158 H -4.80186 5.04594 -3.25802
159 H -3.09925 5.52661 -3.25568
160 H -4.40161 6.25744 -2.10821
161 H -4.76445 4.17098 -1.16971
162 H -3.68767 2.82212 -3.16389
163 H -3.70600 2.09523 -1.67420
164 H -1.49690 1.24579 -3.41528
165 H -1.78854 0.95286 -1.58558
166 H -0.29081 1.70489 -2.41270
167 H -2.47120 5.69493 -0.78592
168 H -2.02937 4.14846 -0.60976
169 C -7.14592 0.11874 -3.03619
170 C -6.16458 -0.16708 -4.14258
171 C -4.95190 -0.96857 -3.70074
172 O -4.17551 -0.23323 -2.77776
173 C -4.16906 -0.76848 -1.47257
174 N -6.82214 -0.85608 -5.27297
175 H -8.15954 0.24221 -3.43302
176 H -6.99157 0.89887 -2.29346
177 H -7.26774 -0.77903 -2.41272
178 H -5.83090 0.83769 -4.43477
179 H -4.34746 -1.08239 -4.60633
180 H -5.24147 -1.93690 -3.28616
181 H -3.89957 -1.82881 -1.46880
182 H -5.15721 -0.74375 -0.99357
183 H -3.49452 -0.23650 -0.80970
184 H -7.52740 -0.20254 -5.59662
185 H -6.27712 -1.09510 -6.08939